DFT (wB97M-V/def2-TZVPD) results for a molecular structure, C9H26N4NaO9 at a distorted geometry.

The geometry in XYZ format:
```
49
Properties=species:S:1:pos:R:3
Na -0.3231 -1.4808 -0.1557
N 0.7399 -4.9177 -0.8641
O -0.3043 -5.5276 -0.6394
O 0.8165 -3.6723 -0.6208
O 1.7655 -5.4923 -1.2902
N -2.9602 -2.5954 -1.8892
O -1.9139 -1.8773 -2.0682
O -2.9715 -3.4667 -1.0093
O -3.9709 -2.3732 -2.6035
C -2.9866 1.9455 -1.8453
C -2.2375 1.4834 -0.6140
C -2.2480 2.4655 0.5425
O -1.3200 3.5102 0.3753
C -1.3322 4.3807 1.4710
N -2.4719 0.1170 -0.1525
H -4.0571 2.0631 -1.6444
H -2.8233 1.2308 -2.6537
H -2.6450 2.9011 -2.2513
H -1.1811 1.4694 -0.9363
H -2.1012 1.9516 1.5006
H -3.2593 2.9061 0.6040
H -0.5958 5.1526 1.2963
H -1.2670 3.8188 2.4102
H -2.3219 4.8500 1.5911
H -2.6632 -0.5671 -0.8930
H -3.4013 0.1358 0.2849
C 4.4446 0.2887 -1.6329
C 3.5587 0.1038 -0.3952
C 2.0922 0.4441 -0.6597
O 1.2627 0.2112 0.4438
C 1.1219 1.3225 1.2971
N 3.5811 -1.2708 0.1127
H 4.2690 1.2874 -2.0519
H 4.2185 -0.4048 -2.4493
H 5.5014 0.1240 -1.4260
H 4.0044 0.7330 0.3816
H 1.7847 -0.2333 -1.4695
H 1.9623 1.4359 -1.1103
H 1.1149 2.2831 0.7826
H 1.8719 1.3321 2.0935
H 0.1601 1.2375 1.8024
H 4.5231 -1.5416 0.3628
H 3.2096 -1.9663 -0.5268
C 0.2165 -2.4711 2.8360
O -0.6701 -1.4399 2.3668
H 0.1042 -2.6253 3.9117
H 0.0543 -3.3976 2.2847
H 1.2220 -2.1002 2.6452
H -1.5735 -1.7634 2.4560
```

Its total charge is -1. Its total energy is -38554.3687 eV. The gap between HOMO and LUMO comes out at 0.25146 Eh. The calculation puts the HOMO energy at -4.8 eV.